# C36H28BrN4O6

A 3-piece molecular cluster, C36H28BrN4O6 overall in a non-equilibrium geometry (ωB97M-V with the def2-TZVPD basis set, OMol25).

The calculation puts the gap between HOMO and LUMO at 6.9 eV. The HOMO energy is -0.414 hartree. Its total charge is +1. The energy above the lowest of the compared OMol25 structures with the same formula, charge and spin is 37.02 kcal per mole.

The geometry in XYZ format:
```
75
Properties=species:S:1:pos:R:3:forces:R:3:lowdin_charge:R:1
C 2.445330 1.866893 0.136516 -1.15 -0.06 0.02 0.00
C 1.527113 1.175516 -0.892398 -0.34 1.12 0.80 -0.29
C 0.618170 2.100628 -1.762397 1.85 -1.08 -0.87 -0.01
N 1.506339 -0.136149 -0.976484 2.37 1.32 -0.37 0.09
N 1.647354 -0.476089 -2.339676 -3.41 -0.93 1.65 -0.18
N 2.690793 0.042074 -2.918212 0.40 0.06 -1.55 0.18
C 2.845832 -0.226214 -4.224440 -0.67 -1.22 -0.15 -0.14
C 4.073353 0.433718 -4.936259 -1.08 0.19 0.96 -0.10
O 3.540037 1.320109 -5.922508 0.26 0.22 1.01 -0.14
O 3.541511 0.591541 -7.107760 0.22 -1.21 -1.72 -0.03
C 1.908007 -1.084157 -4.903142 -0.12 -0.06 0.51 0.09
C 0.778948 -1.675769 -4.228414 1.23 1.21 1.03 -0.25
N -0.145371 -2.514951 -4.851269 0.16 1.79 0.47 0.12
C 0.680951 -1.285077 -2.809671 0.19 -1.00 -2.38 -0.48
Br -0.792661 -1.918890 -1.733161 1.49 0.76 -0.77 0.91
H 2.233092 2.961021 0.144073 0.04 -0.88 0.29 0.09
H 2.330018 1.407891 1.146497 0.21 0.44 -0.64 0.09
H 3.504520 1.750791 -0.187657 -0.77 -0.28 0.06 0.10
H -0.079212 1.467863 -2.352783 0.14 0.61 0.57 0.08
H 0.126591 2.868534 -1.134182 0.31 -0.60 -0.35 0.10
H 1.303899 2.584218 -2.508841 -0.71 0.04 0.64 0.10
H 4.761966 -0.329076 -5.359220 -0.50 0.63 0.13 0.15
H 4.598888 1.090243 -4.201178 -0.38 -0.65 -0.53 0.14
H 2.687251 0.707748 -7.561804 0.08 0.50 0.65 0.12
H 2.096449 -1.304503 -5.972946 -0.24 0.10 0.84 0.13
H -1.001473 -2.591019 -4.292881 0.37 -0.25 -0.18 0.06
H -0.398074 -2.067630 -5.735857 0.10 -0.71 -0.05 0.12
C -5.401106 -2.616877 0.339942 0.00 0.03 -0.03 -0.05
C -4.320909 -2.497421 -0.529892 -0.07 0.14 -0.10 -0.07
C -4.427806 -1.710164 -1.666783 0.17 -0.21 0.22 -0.03
C -5.617447 -1.048364 -1.945334 -0.08 -0.05 0.09 -0.08
C -6.707505 -1.186630 -1.087069 0.21 -0.09 0.02 -0.08
C -6.592162 -1.963703 0.062038 0.10 -0.12 0.11 0.01
C -8.001688 -0.524136 -1.398007 -0.54 0.01 0.31 -0.28
O -8.949344 -0.641023 -0.649384 0.12 -0.02 -0.04 0.12
C -8.113255 0.274513 -2.644789 0.07 0.06 -0.18 -0.08
C -9.332127 0.854201 -2.980741 -0.14 0.10 -0.09 0.01
C -9.444135 1.613036 -4.136173 0.10 -0.03 0.02 -0.05
C -8.336151 1.803920 -4.956939 0.01 -0.05 0.07 -0.05
C -7.120194 1.223953 -4.629833 -0.09 0.10 -0.14 0.00
C -7.006450 0.449996 -3.478865 -0.12 0.03 0.03 -0.09
C -5.710474 -0.194760 -3.157015 0.38 0.14 -0.41 -0.28
O -4.738560 -0.033882 -3.874426 -0.01 -0.06 0.10 0.09
H -5.314201 -3.224713 1.232415 -0.01 0.03 -0.04 0.11
H -3.393794 -3.019047 -0.317472 -0.06 -0.03 0.03 0.09
H -3.583492 -1.615599 -2.338698 -0.21 0.13 -0.08 0.06
H -7.432650 -2.062680 0.737701 -0.04 0.08 -0.14 0.13
H -10.196384 0.711375 -2.343931 0.14 -0.06 0.07 0.12
H -10.395772 2.059222 -4.398332 0.05 -0.02 0.02 0.11
H -8.423904 2.402875 -5.855344 0.01 -0.03 0.04 0.11
H -6.261970 1.371032 -5.273598 0.02 -0.10 0.12 0.12
C 4.423311 -3.294630 4.449235 -0.01 0.08 0.01 -0.05
C 3.888049 -2.502430 3.437644 0.04 0.07 0.06 -0.06
C 3.866756 -1.123035 3.573080 -0.04 -0.18 -0.10 -0.01
C 4.369924 -0.528674 4.726230 0.01 -0.14 0.04 -0.08
C 4.884481 -1.324993 5.750235 -0.09 -0.02 -0.20 -0.08
C 4.919740 -2.708040 5.602987 -0.04 -0.17 -0.08 0.01
C 5.381019 -0.710250 7.008900 0.24 -0.30 0.48 -0.28
O 5.832086 -1.402942 7.897875 -0.05 0.04 -0.10 0.11
C 5.306762 0.764571 7.161000 -0.06 0.19 -0.04 -0.08
C 5.714014 1.352109 8.354235 0.05 0.14 0.14 0.01
C 5.661250 2.729929 8.502284 -0.02 -0.04 -0.09 -0.05
C 5.209788 3.528195 7.455165 0.00 -0.09 -0.01 -0.05
C 4.797574 2.947357 6.265825 0.01 0.17 0.09 0.00
C 4.835451 1.564107 6.117775 0.06 0.00 0.12 -0.09
C 4.358673 0.951544 4.853611 -0.17 0.35 -0.36 -0.28
O 3.959797 1.649121 3.938323 -0.02 -0.09 -0.02 0.08
H 4.447664 -4.372053 4.338382 0.00 0.05 0.01 0.11
H 3.489044 -2.963222 2.541673 0.03 0.02 0.04 0.10
H 3.454190 -0.510065 2.781450 0.07 0.09 0.12 0.10
H 5.330549 -3.327900 6.390245 -0.01 0.17 0.05 0.12
H 6.069075 0.735579 9.170744 -0.03 -0.09 -0.15 0.12
H 5.974156 3.184780 9.434346 -0.01 -0.03 -0.04 0.11
H 5.175940 4.604918 7.569984 0.00 -0.05 -0.01 0.11
H 4.442567 3.571638 5.455356 -0.01 -0.16 -0.03 0.12
```
Forces are in eV/Å.

---

# C36H28Cl2N3OPRu

C36H28Cl2N3OPRu as an isolated structure in a non-equilibrium geometry (ωB97M-V with the def2-TZVPD basis set, OMol25).

The calculation puts the gap between HOMO and LUMO (spin up / spin down) at 6.8 / 6.3 eV. The HOMO energy (spin up / spin down) is -0.380 / -0.379 hartree. As for the multiplicity: 2. Its total charge is +1. The energy above the lowest of the compared OMol25 structures with the same formula, charge and spin is 32.89 kcal per mole.

The geometry in XYZ format:
```
72
Properties=species:S:1:pos:R:3:forces:R:3:lowdin_spin:R:1
Ru 0.072823 0.669078 -0.800999 -1.51 1.59 -0.25 0.74
C -0.188798 0.560636 4.111167 0.00 -0.10 -0.01 0.00
C -1.176227 -0.562867 3.932963 0.02 -0.03 0.00 0.00
C -1.892120 -1.033993 5.030041 0.02 0.02 0.01 0.00
C -2.793156 -2.077723 4.901957 -0.02 -0.01 0.00 0.00
C -3.000979 -2.670777 3.664726 0.02 -0.01 -0.03 0.00
C -2.301627 -2.217756 2.558764 0.03 -0.01 0.08 0.00
C -1.384215 -1.177004 2.690957 0.18 0.67 0.38 0.01
P -0.384692 -0.673629 1.248491 -0.38 -1.01 -0.82 0.05
C -1.588077 -1.089800 -0.060759 -0.03 -0.14 -0.10 0.00
C -2.536648 -0.062818 -0.196642 -0.20 -0.13 0.31 0.04
C -3.626178 -0.191378 -1.042031 0.02 0.07 0.01 0.00
C -3.767762 -1.359627 -1.765241 0.02 -0.07 -0.05 0.04
C -2.828064 -2.378476 -1.643536 -0.06 0.02 -0.06 0.00
C -1.720060 -2.269032 -0.820532 0.02 -0.04 0.14 0.02
C -0.727817 -3.395867 -0.769057 0.01 0.06 -0.03 0.00
C 1.054174 -1.746969 1.266654 0.07 0.07 0.21 0.00
C 1.306784 -2.677607 2.276819 0.03 -0.08 -0.02 0.00
C 2.485738 -3.400588 2.267913 -0.02 0.03 -0.01 0.00
C 3.422809 -3.174172 1.264130 -0.02 0.01 -0.01 0.00
C 3.182456 -2.225753 0.284125 -0.02 -0.09 -0.04 0.00
C 1.994522 -1.494995 0.271436 0.16 0.04 -0.14 0.00
C 1.763560 -0.485576 -0.826792 -0.11 0.55 -0.08 -0.02
H -0.440112 1.165717 4.980788 0.01 -0.01 0.01 0.00
H -0.176150 1.214602 3.237438 -0.04 0.02 0.03 0.00
H 0.824384 0.173814 4.258969 0.00 0.01 -0.01 0.00
H -1.737173 -0.571315 5.997360 -0.02 0.00 -0.01 0.00
H -3.342446 -2.424257 5.767612 0.01 0.00 0.00 0.00
H -3.710056 -3.480449 3.555453 0.01 0.00 0.01 0.00
H -2.472482 -2.678664 1.595714 -0.02 0.01 0.00 0.00
H -2.460584 0.808298 0.451531 -0.01 0.06 -0.05 0.00
H -4.355063 0.603857 -1.122213 0.01 0.00 0.01 0.00
H -4.609094 -1.484612 -2.434588 0.00 -0.02 0.02 0.00
H -2.958021 -3.288869 -2.216044 0.00 0.01 0.00 0.00
H -1.140664 -4.283241 -1.245522 0.00 0.00 -0.01 0.00
H -0.443316 -3.651006 0.250802 -0.01 -0.02 0.00 0.00
H 0.186463 -3.125861 -1.304479 0.01 0.00 0.02 0.00
H 0.578235 -2.840241 3.061794 -0.02 0.00 -0.02 0.00
H 2.677802 -4.133091 3.040491 0.01 0.01 0.00 0.00
H 4.348876 -3.734124 1.251482 0.00 0.02 0.02 0.00
H 3.922789 -2.045321 -0.486498 0.00 -0.01 0.00 0.00
H 1.632971 -0.992214 -1.787725 0.19 -0.13 -0.01 0.00
H 2.615640 0.195027 -0.907507 0.17 -0.13 -0.04 0.00
Cl -1.910197 -1.564572 -4.867938 0.11 0.08 -0.03 0.00
C -0.954725 -0.124138 -4.827908 -0.16 -0.21 -0.20 0.01
C -0.609062 0.495548 -6.044391 -0.12 -0.08 0.03 0.00
C 0.145853 1.630579 -6.065572 0.05 0.03 -0.09 0.00
Cl 0.594538 2.346401 -7.579760 -0.06 -0.01 0.11 0.00
C 0.585391 2.207945 -4.852924 0.00 0.16 0.04 0.00
C 1.340710 3.390836 -4.741806 0.04 -0.05 -0.09 0.00
C 1.739645 3.819779 -3.507202 -0.05 0.02 0.11 0.00
C 1.382984 3.079230 -2.371105 0.04 -0.01 -0.22 0.00
N 0.631112 1.996236 -2.428170 0.69 -0.29 0.40 0.00
C 0.234704 1.552398 -3.656216 0.21 0.27 -0.03 0.00
C -0.526994 0.375189 -3.617477 0.03 -0.38 0.13 0.00
O -0.768039 -0.159091 -2.446041 0.20 -0.29 0.09 0.06
H -0.947270 0.054147 -6.971766 0.00 -0.02 0.02 0.00
H 1.609863 3.937764 -5.635490 -0.01 -0.01 0.00 0.00
H 2.325104 4.720487 -3.389973 0.03 -0.04 0.02 0.00
H 1.732783 3.387959 -1.401804 0.13 0.00 0.01 0.00
N 3.767584 1.924596 4.151964 -0.02 0.04 -0.03 0.00
C 3.085902 2.340962 3.327243 -0.02 0.02 -0.11 0.00
C 2.194482 2.818849 2.301733 0.04 -0.09 0.09 0.00
C 1.890557 4.166606 2.155719 0.05 0.08 0.05 0.00
C 0.961772 4.525839 1.197563 -0.05 0.04 0.07 0.00
C 0.381893 3.542504 0.418268 -0.44 -0.06 0.11 0.00
N 0.694659 2.246737 0.529956 0.70 -0.75 0.18 0.01
C 1.593932 1.893112 1.460776 0.07 0.31 -0.01 0.00
H 2.370670 4.907393 2.780960 -0.04 -0.01 0.02 0.00
H 0.669708 5.557305 1.062945 0.01 -0.01 -0.02 0.00
H -0.374976 3.790935 -0.314114 0.02 0.00 -0.04 0.00
H 1.848970 0.847108 1.543115 0.04 -0.02 -0.04 0.00
```
Forces are in eV/Å.

---

# C36H28GeMnN4

C36H28GeMnN4 as an isolated structure in a non-equilibrium geometry (ωB97M-V with the def2-TZVPD basis set, OMol25).

The calculation puts the gap between HOMO and LUMO at 5.5 eV. The HOMO energy is -0.604 hartree. Its total charge is +3.

The geometry in XYZ format:
```
70
Properties=species:S:1:pos:R:3:forces:R:3:nbo_charge:R:1
Mn 1.601901 -1.227789 -1.294300 -2.46 4.11 0.29 0.55
C -2.672000 -1.735033 -4.755739 0.00 0.03 -0.01 -0.17
C -2.954154 -2.672386 -3.769909 -0.08 0.00 0.01 -0.17
C -2.225455 -2.694621 -2.591662 0.16 0.05 0.12 -0.24
C -1.193039 -1.774615 -2.403378 -0.33 0.15 -0.46 0.14
C -0.866033 -0.879450 -3.425892 0.04 -0.15 0.32 -0.27
C -1.618950 -0.843360 -4.586613 -0.05 0.02 -0.06 -0.18
N -0.379162 -1.786184 -1.245872 0.50 -0.18 0.13 -0.48
C -0.781579 -1.907144 -0.018287 0.20 0.03 -0.33 0.34
C -2.186992 -1.750115 0.490551 -0.11 0.05 0.04 -0.28
C -2.386613 -2.324793 1.858412 0.05 -0.07 0.18 -0.09
C -1.374361 -2.709983 2.646030 -0.37 0.00 0.09 -0.23
C -0.006506 -2.596363 2.213605 0.32 0.21 -0.40 -0.04
C 0.264360 -2.160554 0.961879 -0.51 -0.15 0.37 0.07
N 1.522195 -1.999529 0.379938 0.99 -0.53 0.52 -0.12
N 2.550997 -2.556676 0.821777 -0.67 -0.08 0.70 -0.05
C 3.693128 -2.237440 0.096804 0.85 0.33 -0.55 0.24
C 4.930698 -2.699845 0.502891 -0.48 -0.05 0.14 -0.15
C 6.051338 -2.317674 -0.227992 0.14 0.12 -0.22 -0.10
C 5.893497 -1.495377 -1.330391 0.01 -0.12 0.21 -0.18
C 4.613412 -1.076179 -1.684112 -0.03 0.04 -0.14 0.11
N 3.532023 -1.441179 -1.001645 0.30 -0.34 0.28 -0.48
H -3.249012 -1.721074 -5.670516 0.00 -0.01 0.00 0.25
H -3.735111 -3.404366 -3.927688 0.00 0.00 0.00 0.25
H -2.411664 -3.464444 -1.851818 -0.02 -0.02 -0.05 0.23
H -0.026673 -0.203200 -3.284859 -0.04 0.08 -0.07 0.21
H -1.383982 -0.131390 -5.367007 0.05 -0.03 0.00 0.25
H -2.890502 -2.202454 -0.203509 0.08 -0.04 0.01 0.29
H -3.405993 -2.396004 2.219593 0.00 -0.04 -0.03 0.25
H -1.574457 -3.106008 3.632282 0.01 0.01 0.00 0.27
H 0.804642 -2.851860 2.884492 0.01 0.00 0.01 0.27
H 4.994939 -3.349110 1.365606 0.02 0.02 0.01 0.27
H 7.034637 -2.661289 0.064633 -0.01 -0.01 0.00 0.27
H 6.742511 -1.181142 -1.920752 -0.01 0.03 0.00 0.27
H 4.454826 -0.428109 -2.536828 0.00 -0.04 -0.02 0.24
C 1.140708 0.296674 -0.815906 1.65 -3.31 -1.00 0.01
Ge 0.024653 1.519628 0.332502 -0.14 0.44 0.57 1.48
C -1.730273 0.729109 -0.275404 -0.15 0.30 -0.04 -0.18
C -2.597271 -0.154091 0.552645 0.07 0.06 -0.07 -0.37
C -4.030093 -0.158373 0.182709 0.16 -0.02 0.09 0.06
C -4.476858 0.392689 -0.973913 -0.21 0.10 -0.19 -0.28
C -3.559092 1.021375 -1.834054 -0.17 -0.17 0.22 0.08
C -2.220892 1.221866 -1.454549 0.40 0.07 0.20 -0.23
C 0.067397 3.471730 0.108737 0.10 -1.20 -0.09 -0.36
C -1.049862 4.230374 -0.212350 0.05 0.15 -0.08 -0.23
C -0.935589 5.614931 -0.215449 -0.14 -0.08 -0.01 -0.19
C 0.274148 6.216087 0.099253 0.02 0.10 0.00 -0.16
C 1.386359 5.447768 0.415870 0.06 -0.15 0.04 -0.17
C 1.285140 4.064297 0.431172 -0.01 0.20 -0.04 -0.24
C 0.595563 0.960698 2.129367 -0.09 0.08 -0.66 -0.38
C 1.887774 0.470432 2.313865 -0.13 0.07 0.01 -0.27
C 2.319989 0.114474 3.582463 0.09 -0.03 -0.03 -0.19
C 1.467473 0.258463 4.669645 0.00 0.00 0.03 -0.17
C 0.192959 0.781111 4.493828 -0.08 0.01 0.03 -0.19
C -0.243142 1.142665 3.226369 -0.05 -0.10 -0.08 -0.24
H -2.464792 0.118872 1.606395 -0.06 -0.03 0.00 0.31
H -4.719823 -0.686401 0.833396 0.03 -0.04 -0.01 0.25
H -5.524913 0.348940 -1.238903 0.02 -0.04 -0.03 0.28
H -3.906589 1.403582 -2.787791 0.00 0.04 0.01 0.26
H -1.583872 1.838134 -2.079835 -0.12 0.03 -0.07 0.25
H -2.002044 3.771499 -0.450080 0.01 0.03 0.02 0.20
H -1.799556 6.218668 -0.458493 0.02 0.04 0.02 0.24
H 0.349819 7.295197 0.108200 0.00 0.00 -0.03 0.25
H 2.329798 5.915995 0.661312 -0.03 0.05 0.00 0.24
H 2.146263 3.462421 0.699732 0.02 0.04 0.02 0.22
H 2.560419 0.406611 1.465645 0.11 -0.09 0.03 0.20
H 3.325879 -0.259701 3.727859 -0.01 0.04 0.03 0.24
H 1.808919 -0.003755 5.662390 -0.01 -0.02 -0.01 0.25
H -0.457026 0.924352 5.347118 0.02 0.01 0.01 0.25
H -1.224446 1.590445 3.106500 -0.01 0.00 0.05 0.22
```
Forces are in eV/Å.